# C29H77N10O6P4

A 4-piece molecular cluster, C29H77N10O6P4 overall at a distorted geometry (ωB97M-V/def2-TZVPD, OMol25).

## Properties
- Lowest unoccupied orbital energy: -2.761 eV
- Molecular weight: 785.90 g/mol
- Frontier orbital gap: 6.149 eV
- Net charge: +1

Bonds (Å) are listed after each position.
Atoms and positions in Å:
1 C 1.05008 -0.18431 4.79977  C2 1.519, H17 1.090, H18 1.091, H19 1.093
2 C -0.19778 -1.04822 4.74159  C1 1.519, O3 1.446, H20 1.093, H21 1.086
3 O -1.25929 -0.67439 5.64911  C2 1.446, C4 1.348
4 C -0.97135 -0.72795 6.96453  O3 1.348, O5 1.222, C6 1.513
5 O -1.18452 -1.74342 7.60918  C4 1.222
6 C -0.43140 0.51858 7.63102  C4 1.513, C7 1.527, H22 1.094, H23 1.087
7 C 0.19378 0.18200 8.98285  C6 1.527, C8 1.544, H24 1.089, H25 1.090
8 C 1.68495 -0.21252 8.92052  C7 1.544, C9 1.522, H26 1.091, H27 1.092
9 C 1.97376 -1.53707 9.61175  C8 1.522, C10 1.525, N16 1.500, H28 1.093
10 C 3.41950 -2.01991 9.55944  C9 1.525, C11 1.529, H29 1.086, H30 1.095
11 C 3.85866 -2.22283 8.10904  C10 1.529, C12 1.557, H31 1.089, H32 1.092
12 C 2.82234 -2.92531 7.18388  C11 1.557, P13 1.847, C15 1.552, H33 1.089
13 P 3.55562 -4.50748 6.57569  C12 1.847, O14 1.474, H34 1.412, H35 1.412
14 O 4.21320 -4.39041 5.26182  P13 1.474
15 C 1.42069 -3.23610 7.77452  C12 1.552, N16 1.511, H36 1.090, H37 1.084
16 N 1.09848 -2.65665 9.13236  C9 1.500, C15 1.511, H38 1.019, H39 1.030
17 H 0.80418 0.87241 4.90053  C1 1.090
18 H 1.56702 -0.29408 3.84586  C1 1.091
19 H 1.75866 -0.47238 5.58036  C1 1.093
20 H 0.04833 -2.10861 4.84349  C2 1.093
21 H -0.61951 -0.95190 3.74579  C2 1.086
22 H -1.27938 1.18441 7.81849  C6 1.094
23 H 0.23352 1.07780 6.97752  C6 1.087
24 H -0.42397 -0.57173 9.46859  C7 1.089
25 H 0.10235 1.07551 9.60000  C7 1.090
26 H 2.24898 0.54776 9.46245  C8 1.091
27 H 2.08137 -0.17882 7.90321  C8 1.092
28 H 1.74150 -1.38623 10.66942  C9 1.093
29 H 4.06503 -1.29755 10.05064  C10 1.086
30 H 3.45083 -2.99646 10.05376  C10 1.095
31 H 4.14103 -1.27396 7.65463  C11 1.089
32 H 4.77678 -2.81379 8.11056  C11 1.092
33 H 2.69472 -2.35302 6.26654  C12 1.089
34 H 4.38447 -4.93274 7.63655  P13 1.412
35 H 2.48210 -5.42461 6.55223  P13 1.412
36 H 1.29473 -4.31397 7.88148  C15 1.090
37 H 0.65067 -2.93407 7.07323  C15 1.084
38 H 1.17106 -3.41177 9.81272  N16 1.019
39 H 0.10673 -2.37918 9.13148  N16 1.030
40 O 0.01417 -2.80298 1.85496  P41 1.481
41 P -0.43226 -3.07998 0.47031  O40 1.481, N42 1.692, N45 1.715, N48 1.651
42 N -2.07453 -2.67481 0.42383  P41 1.692, C43 1.445, C44 1.456
43 C -3.23424 -3.45467 0.05546  N42 1.445, H51 1.099, H52 1.095, H53 1.079
44 C -2.36242 -1.27632 0.70821  N42 1.456, H54 1.097, H55 1.093, H56 1.090
45 N -0.11658 -4.76015 0.33715  P41 1.715, C46 1.450, C47 1.459
46 C -1.00331 -5.69972 -0.32223  N45 1.450, H57 1.096, H58 1.093, H59 1.091
47 C 0.51944 -5.40384 1.48165  N45 1.459, H60 1.099, H61 1.085, H62 1.093
48 N 0.02263 -2.68330 -1.06606  P41 1.651, C49 1.458, C50 1.461
49 C -0.87322 -2.25251 -2.13214  N48 1.458, H63 1.095, H64 1.091, H65 1.085
50 C 1.32606 -3.14329 -1.53829  N48 1.461, H66 1.094, H67 1.089, H68 1.091
51 H -3.69171 -3.10306 -0.87969  C43 1.099
52 H -3.99909 -3.38728 0.83586  C43 1.095
53 H -3.01173 -4.50240 -0.07737  C43 1.079
54 H -2.02147 -0.59953 -0.08497  C44 1.097
55 H -1.88584 -0.95945 1.63912  C44 1.093
56 H -3.43647 -1.13100 0.81979  C44 1.090
57 H -1.83968 -6.00274 0.31830  C46 1.096
58 H -0.44864 -6.60699 -0.57674  C46 1.093
59 H -1.38964 -5.30063 -1.26140  C46 1.091
60 H -0.18979 -5.61142 2.29449  C47 1.099
61 H 1.31943 -4.79005 1.88340  C47 1.085
62 H 0.95531 -6.35237 1.15917  C47 1.093
63 H -1.42893 -3.09516 -2.55584  C49 1.095
64 H -0.29854 -1.79648 -2.93952  C49 1.091
65 H -1.57108 -1.48566 -1.81262  C49 1.085
66 H 1.26067 -4.14645 -1.96911  C50 1.094
67 H 2.05053 -3.17003 -0.72529  C50 1.089
68 H 1.71018 -2.46197 -2.29837  C50 1.091
69 O -0.43860 -0.05052 -5.10207  P70 1.496
70 P -0.13095 0.16988 -6.54964  O69 1.496, N71 1.709, N74 1.715, N77 1.664
71 N -1.68591 0.69814 -7.02323  P70 1.709, C72 1.441, C73 1.453
72 C -2.63373 0.15034 -7.96056  N71 1.441, H80 1.102, H81 1.095, H82 1.083
73 C -2.08622 1.96017 -6.42540  N71 1.453, H83 1.101, H84 1.091, H85 1.090
74 N 0.29904 -1.42921 -6.99444  P70 1.715, C75 1.445, C76 1.453
75 C -0.33123 -2.12563 -8.09262  N74 1.445, H86 1.097, H87 1.094, H88 1.090
76 C 0.63346 -2.29339 -5.87536  N74 1.453, H89 1.097, H90 1.086, H91 1.094
77 N 0.71108 0.93513 -7.76429  P70 1.664, C78 1.455, C79 1.463
78 C 0.12664 1.66747 -8.87736  N77 1.455, H92 1.094, H93 1.091, H94 1.085
79 C 2.10960 0.56086 -7.97489  N77 1.463, H95 1.094, H96 1.089, H97 1.091
80 H -2.77379 0.79062 -8.84665  C72 1.102
81 H -3.61547 0.04268 -7.48681  C72 1.095
82 H -2.35228 -0.82966 -8.32465  C72 1.083
83 H -1.53047 2.81613 -6.83761  C73 1.101
84 H -1.93912 1.96757 -5.34432  C73 1.091
85 H -3.14435 2.14092 -6.61670  C73 1.090
86 H -1.30814 -2.54061 -7.81490  C75 1.097
87 H 0.29867 -2.96345 -8.40731  C75 1.094
88 H -0.44482 -1.48019 -8.96422  C75 1.090
89 H -0.25660 -2.61979 -5.32259  C76 1.097
90 H 1.30477 -1.80806 -5.17325  C76 1.086
91 H 1.13614 -3.18564 -6.26086  C76 1.094
92 H -0.26883 0.98934 -9.63886  C78 1.094
93 H 0.89627 2.28545 -9.34246  C78 1.091
94 H -0.65735 2.34733 -8.56096  C78 1.085
95 H 2.19479 -0.29264 -8.65318  C79 1.094
96 H 2.58920 0.29428 -7.03453  C79 1.089
97 H 2.66724 1.39728 -8.39908  C79 1.091
98 O -1.77795 3.85925 -3.51225  P99 1.486
99 P -1.08293 4.84969 -2.64913  O98 1.486, N100 1.712, N103 1.716, N106 1.663
100 N -2.28929 6.05856 -2.52667  P99 1.712, C101 1.444, C102 1.453
101 C -2.27927 7.45521 -2.89180  N100 1.444, H109 1.101, H110 1.095, H111 1.081
102 C -3.50203 5.62333 -1.85494  N100 1.453, H112 1.100, H113 1.092, H114 1.090
103 N 0.27331 5.22231 -3.63305  P99 1.716, C104 1.445, C105 1.456
104 C 0.61069 6.58403 -3.98114  N103 1.445, H115 1.098, H116 1.094, H117 1.090
105 C 0.56970 4.25442 -4.67974  N103 1.456, H118 1.096, H119 1.087, H120 1.093
106 N -0.33484 5.11086 -1.18729  P99 1.663, C107 1.454, C108 1.461
107 C -0.63290 6.19119 -0.26097  N106 1.454, H121 1.094, H122 1.091, H123 1.085
108 C 0.95391 4.46402 -0.95493  N106 1.461, H124 1.094, H125 1.089, H126 1.092
109 H -2.31946 8.12167 -2.01582  C101 1.101
110 H -3.14908 7.69018 -3.51381  C101 1.095
111 H -1.40359 7.73632 -3.45996  C101 1.081
112 H -3.35686 5.44882 -0.77857  C102 1.100
113 H -3.87884 4.69661 -2.29262  C102 1.092
114 H -4.27931 6.38031 -1.95872  C102 1.090
115 H 0.00088 6.96698 -4.80984  C104 1.098
116 H 1.65635 6.63452 -4.30018  C104 1.094
117 H 0.51863 7.25106 -3.12346  C104 1.090
118 H -0.15342 4.32605 -5.50060  C105 1.096
119 H 0.54314 3.23657 -4.29815  C105 1.087
120 H 1.57054 4.42338 -5.08633  C105 1.093
121 H -0.20647 7.14079 -0.59792  C107 1.094
122 H -0.20214 5.95697 0.71405  C107 1.091
123 H -1.69855 6.31624 -0.09886  C107 1.085
124 H 1.78016 5.07793 -1.32415  C108 1.094
125 H 1.00134 3.49775 -1.45508  C108 1.089
126 H 1.10206 4.28736 0.11203  C108 1.092